# 1
ORCA calculation (wB97M-V/def2-TZVPD) on a structure of composition C2H2IrO2.

Calculated values
2S+1 = 6
<S²> = 8.7639
LUMO level (spin up / spin down) = -0.464 / -0.562 Ha
net charge = +2
Kohn-Sham gap (spin up / spin down) = 8.4 / 7.4 eV

Each line ends with the Löwdin charge.
Geometry (Å):
H: 1.24 -0.67 -1.78  0.305
O: 0.78 -0.51 0.99  -0.080
C: 0.95 -1.10 -0.15  -0.065
C: 0.12 -0.64 -1.24  -0.064
O: -0.59 0.38 -1.08  -0.005
H: 1.26 -2.16 -0.18  0.204
Ir: -0.71 0.80 0.96  1.705


# 2
ORCA calculation (wB97M-V/def2-TZVPD) on a structure of composition C17H24N7OPtS.

Calculated values
2S+1 = 3
<S²> = 2.0234
LUMO level (spin up / spin down) = 0.089 / 0.088 Ha
net charge = -1
Kohn-Sham gap (spin up / spin down) = 4.9 / 5.6 eV

Each line ends with the Löwdin charge.
Geometry (Å):
Pt: -0.64 -0.48 -0.73  0.942
C: -1.81 4.75 -0.25  -0.087
N: -0.89 3.63 -0.12  -0.195
C: -0.51 3.40 1.27  -0.082
C: -1.29 2.46 -0.81  -0.458
N: -1.73 1.37 -0.27  0.027
N: -1.11 2.55 -2.19  0.133
C: -0.85 1.47 -3.03  -0.500
N: -0.52 1.86 -4.32  0.134
N: -0.87 0.27 -2.64  -0.027
H: -1.36 5.63 0.20  0.082
H: -2.78 4.55 0.24  0.090
H: -2.00 4.96 -1.31  0.075
H: 0.10 4.24 1.60  0.084
H: 0.08 2.49 1.34  0.091
H: -1.37 3.31 1.94  0.089
H: -1.85 1.46 0.74  0.039
H: -0.72 3.42 -2.49  0.132
H: -1.04 2.63 -4.70  0.086
H: -0.42 1.07 -4.95  0.077
H: -0.65 -0.44 -3.35  -0.006
O: -0.19 -2.36 -2.12  -0.302
N: 1.02 -2.78 -2.40  -0.234
C: 1.75 -3.27 -1.38  -0.053
C: 2.99 -3.82 -1.56  -0.093
C: 3.51 -3.89 -2.85  -0.113
C: 2.78 -3.35 -3.89  -0.139
C: 1.53 -2.73 -3.69  -0.741
S: 0.66 -2.03 -4.97  0.470
H: 1.26 -3.17 -0.42  0.103
H: 3.54 -4.20 -0.71  0.093
H: 4.47 -4.35 -3.04  0.092
H: 3.15 -3.37 -4.90  0.084
C: 2.25 -1.10 2.18  -0.074
C: 0.99 -0.95 2.98  -0.247
C: 1.01 -0.74 4.34  -0.100
C: -0.17 -0.58 5.07  -0.145
C: -1.38 -0.61 4.39  -0.106
C: -1.45 -0.79 3.02  -0.245
C: -2.79 -0.79 2.32  -0.081
C: -0.25 -1.00 2.26  -0.375
N: -0.25 -1.28 0.96  -0.146
H: 3.13 -1.15 2.83  0.064
H: 2.37 -0.26 1.49  0.069
H: 2.20 -2.00 1.56  0.057
H: 1.96 -0.71 4.86  0.094
H: -0.14 -0.43 6.14  0.075
H: -2.30 -0.48 4.95  0.097
H: -3.52 -1.41 2.85  0.068
H: -2.68 -1.17 1.30  0.040
H: -3.21 0.22 2.27  0.063


# 3
ORCA calculation (wB97M-V/def2-TZVPD) on an isolated molecule of C20H26N4O2S.

Calculated values
SMILES = Cc1ccc(NC(=O)CSc2nnc(C3CC3)n2C[C@H]2CCCO2)cc1C
LUMO level = 0.019 Ha
Kohn-Sham gap = 8.4 eV

Each line ends with the Löwdin charge.
Geometry (Å):
C: -3.08 -1.89 5.24  -0.053
C: -2.79 -0.97 4.09  -0.249
C: -2.78 0.41 4.29  -0.039
C: -2.52 1.29 3.25  -0.009
C: -2.26 0.79 1.98  -0.210
N: -2.01 1.59 0.87  0.121
C: -1.90 2.93 0.80  -0.538
O: -2.00 3.72 1.72  0.060
C: -1.63 3.43 -0.62  -0.345
S: 0.10 3.20 -1.15  1.008
C: 0.04 1.56 -1.72  -0.612
N: -0.93 0.70 -1.53  -0.001
N: -0.59 -0.45 -2.14  0.096
C: 0.58 -0.29 -2.70  -0.266
C: 1.29 -1.30 -3.48  -0.218
C: 0.96 -2.74 -3.22  -0.102
C: 0.50 -2.10 -4.48  -0.098
N: 1.04 0.99 -2.46  0.005
C: 2.26 1.62 -2.87  -0.083
C: 3.48 1.26 -2.00  -0.295
C: 3.27 1.52 -0.50  -0.121
C: 3.97 0.32 0.16  -0.139
C: 3.71 -0.77 -0.88  -0.187
O: 3.81 -0.12 -2.14  -0.112
C: -2.27 -0.59 1.78  0.019
C: -2.53 -1.47 2.81  -0.237
C: -2.53 -2.95 2.56  -0.047
H: -3.96 -2.50 5.03  0.080
H: -2.24 -2.57 5.40  0.080
H: -3.25 -1.33 6.15  0.074
H: -2.98 0.80 5.27  0.109
H: -2.52 2.35 3.42  0.097
H: -1.84 1.08 0.00  0.081
H: -2.26 2.92 -1.35  0.085
H: -1.79 4.51 -0.65  0.082
H: 2.31 -1.04 -3.72  0.125
H: 0.22 -2.95 -2.46  0.099
H: 1.78 -3.45 -3.26  0.101
H: -0.55 -1.88 -4.57  0.103
H: 0.99 -2.36 -5.41  0.099
H: 2.11 2.70 -2.83  0.109
H: 2.48 1.32 -3.90  0.139
H: 4.32 1.84 -2.38  0.152
H: 3.68 2.48 -0.19  0.121
H: 2.21 1.51 -0.25  0.087
H: 3.56 0.08 1.13  0.117
H: 5.04 0.51 0.25  0.116
H: 4.44 -1.57 -0.87  0.125
H: 2.71 -1.20 -0.75  0.123
H: -2.07 -0.97 0.79  0.112
H: -1.79 -3.45 3.18  0.081
H: -2.30 -3.16 1.52  0.074
H: -3.50 -3.38 2.80  0.082


# 4
ORCA calculation (wB97M-V/def2-TZVPD) on a structure of composition C28H39N2O7PbSSi.

Calculated values
LUMO level (spin up / spin down) = -0.213 / -0.220 Ha
net charge = +1
Kohn-Sham gap (spin up / spin down) = 5.5 / 5.3 eV

Each line ends with the Löwdin charge.
Geometry (Å):
Pb: 0.55 1.00 -1.19  1.390
C: 1.67 2.65 2.21  -0.022
C: 0.45 1.81 2.53  -0.589
C: -0.80 2.67 2.54  -0.007
C: 0.63 1.07 3.84  -0.018
O: 0.37 0.80 1.43  -0.287
Si: -0.58 -0.57 1.48  -0.114
S: -0.56 -1.19 -0.59  0.435
O: -0.03 -1.75 2.41  -0.135
C: 1.04 -2.72 2.41  -0.633
C: 2.30 -2.09 1.83  -0.036
C: 0.60 -3.92 1.59  -0.025
C: 1.25 -3.10 3.86  -0.016
O: -2.03 -0.14 2.03  -0.132
C: -3.34 -0.75 2.04  -0.619
C: -4.07 -0.27 0.80  -0.020
C: -3.21 -2.26 2.06  -0.027
C: -4.01 -0.23 3.30  -0.017
H: 1.72 3.49 2.91  0.101
H: 1.61 3.07 1.21  0.087
H: 2.59 2.08 2.32  0.075
H: -0.70 3.41 3.34  0.102
H: -1.69 2.08 2.73  0.080
H: -0.94 3.20 1.59  0.077
H: 0.78 1.80 4.64  0.103
H: 1.50 0.41 3.81  0.081
H: -0.25 0.48 4.09  0.089
H: 2.14 -1.79 0.79  0.060
H: 3.13 -2.80 1.86  0.099
H: 2.58 -1.21 2.41  0.076
H: 0.40 -3.63 0.55  0.053
H: -0.31 -4.35 2.01  0.093
H: 1.37 -4.68 1.59  0.094
H: 1.52 -2.22 4.45  0.086
H: 2.05 -3.84 3.95  0.094
H: 0.34 -3.52 4.28  0.093
H: -3.57 -0.61 -0.11  0.070
H: -4.12 0.82 0.79  0.089
H: -5.09 -0.66 0.79  0.099
H: -2.72 -2.63 1.15  0.076
H: -4.20 -2.72 2.12  0.098
H: -2.62 -2.58 2.92  0.090
H: -4.07 0.85 3.28  0.090
H: -3.45 -0.54 4.18  0.093
H: -5.03 -0.63 3.38  0.094
O: 1.48 0.00 -3.40  -0.072
C: 2.51 0.08 -4.10  -0.312
C: 2.40 -0.03 -5.54  0.036
C: 3.49 0.09 -6.35  -0.038
C: 4.75 0.36 -5.78  -0.013
C: 4.91 0.45 -4.41  -0.012
C: 3.84 0.29 -3.54  -0.031
C: 4.04 0.31 -2.10  -0.259
N: 3.13 0.41 -1.14  0.032
C: 3.81 0.39 0.05  -0.117
C: 5.15 0.25 -0.19  -0.029
N: 5.28 0.19 -1.54  0.128
H: 1.41 -0.21 -5.93  0.128
H: 3.39 0.01 -7.42  0.121
H: 5.61 0.50 -6.42  0.122
H: 5.90 0.68 -4.02  0.116
H: 3.29 0.45 0.99  0.084
H: 5.98 0.15 0.48  0.129
H: 6.14 0.06 -2.04  0.159
O: -1.07 1.12 -3.15  -0.092
C: -2.44 1.14 -2.99  -0.255
C: -3.23 0.37 -3.83  -0.008
C: -4.61 0.42 -3.70  -0.057
C: -5.19 1.25 -2.74  -0.061
C: -4.37 2.01 -1.93  -0.013
C: -2.98 1.96 -2.02  -0.073
C: -2.21 2.81 -1.05  -0.538
O: -2.78 3.67 -0.42  0.119
O: -0.92 2.60 -0.84  -0.227
H: -0.81 0.43 -3.78  0.093
H: -2.77 -0.26 -4.58  0.121
H: -5.23 -0.19 -4.35  0.113
H: -6.26 1.30 -2.65  0.110
H: -4.80 2.68 -1.19  0.126


# 5
ORCA calculation (wB97M-V/def2-TZVPD) on a cluster of 2 separate species, C2H8NO3 in total.

Calculated values
LUMO level = -0.146 Ha
net charge = +1
Kohn-Sham gap = 10.2 eV

Each line ends with the Löwdin charge.
Geometry (Å):
O: 0.50 0.63 -1.44  0.136
C: -0.39 0.55 -0.64  -0.516
O: -0.58 1.37 0.38  0.172
C: -1.40 -0.57 -0.70  0.011
N: -0.84 -1.52 -1.75  0.199
H: 0.18 1.99 0.35  0.167
H: -1.40 -1.11 0.23  0.150
H: -2.36 -0.28 -1.11  0.149
H: -1.56 -2.14 -2.13  0.182
H: -0.45 -1.04 -2.56  0.169
H: -0.11 -2.12 -1.36  0.178
H: 2.71 -1.02 3.38  0.036
H: 1.50 -0.31 3.86  0.036
O: 2.29 -0.15 3.31  -0.069


# 6
ORCA calculation (wB97M-V/def2-TZVPD) on a cluster of 6 separate species, C24H32IN5O3 in total.

Calculated values
SMILES = O=CO[C@@H](I)CCO.c1cc[nH]c1.c1cc[nH]c1.c1cc[nH]c1.c1cc[nH]c1.c1cc[nH]c1
LUMO level = 0.002 Ha
Kohn-Sham gap = 8.0 eV

Each line ends with the Löwdin charge.
Geometry (Å):
O: 3.23 2.76 0.18  0.099
C: 2.77 3.22 -0.82  -0.303
O: 1.46 3.03 -1.17  -0.115
C: 0.56 4.07 -0.78  -0.729
I: 0.20 5.43 -2.42  0.897
C: -0.70 3.41 -0.24  -0.222
C: -1.67 2.81 -1.25  -0.284
O: -1.03 1.96 -2.21  -0.091
H: 3.37 3.74 -1.58  0.156
H: 1.01 4.70 -0.02  0.072
H: -1.26 4.15 0.33  0.120
H: -0.36 2.64 0.47  0.120
H: -2.44 2.26 -0.70  0.124
H: -2.17 3.60 -1.82  0.093
H: -0.62 1.22 -1.75  0.100
C: 1.68 -0.70 2.31  -0.127
C: 1.12 -1.16 3.53  -0.114
C: 0.95 -0.07 4.34  -0.130
N: 1.38 1.03 3.66  0.019
C: 1.83 0.66 2.41  -0.130
H: 1.96 -1.29 1.45  0.088
H: 0.87 -2.18 3.78  0.091
H: 0.56 0.01 5.34  0.109
H: 1.40 1.96 4.02  0.129
H: 2.22 1.38 1.71  0.074
C: -4.52 -1.20 -4.14  -0.118
C: -5.46 -0.16 -3.93  -0.114
C: -4.77 0.93 -3.47  -0.145
N: -3.45 0.59 -3.39  0.021
C: -3.29 -0.71 -3.80  -0.161
H: -4.72 -2.20 -4.50  0.090
H: -6.53 -0.21 -4.10  0.087
H: -5.11 1.91 -3.19  0.101
H: -2.71 1.19 -3.08  0.098
H: -2.31 -1.17 -3.82  0.110
C: 1.79 5.59 4.24  -0.102
C: 0.41 5.34 4.04  -0.101
C: 0.31 4.43 3.02  -0.148
N: 1.58 4.12 2.60  0.003
C: 2.49 4.83 3.34  -0.129
H: 2.22 6.26 4.97  0.093
H: -0.42 5.77 4.58  0.093
H: -0.56 3.97 2.56  0.095
H: 1.83 3.48 1.87  0.086
H: 3.54 4.72 3.17  0.113
C: -2.36 -2.59 -1.09  -0.108
C: -1.75 -3.87 -1.04  -0.099
C: -0.72 -3.80 -0.14  -0.138
N: -0.70 -2.52 0.36  0.013
C: -1.69 -1.78 -0.21  -0.141
H: -3.20 -2.29 -1.70  0.075
H: -2.02 -4.74 -1.61  0.092
H: -0.02 -4.54 0.19  0.090
H: -0.05 -2.18 1.05  0.100
H: -1.84 -0.75 0.06  0.099
C: 3.29 -6.28 -2.15  -0.112
C: 2.92 -7.64 -1.96  -0.112
C: 2.34 -7.73 -0.72  -0.143
N: 2.34 -6.49 -0.16  -0.005
C: 2.92 -5.59 -1.03  -0.149
H: 3.77 -5.85 -3.02  0.089
H: 3.07 -8.45 -2.65  0.089
H: 1.93 -8.58 -0.20  0.104
H: 1.98 -6.26 0.75  0.136
H: 3.01 -4.55 -0.77  0.102


Short version: E_tot = -9009.20492, -44577.06903, -42052.75027, -70941.80473, -9829.72510, -47098.82750 eV, in the order given.
Short version: maximum force = 4.03, 0.91, 1.16, 0.56, 1.70, 0.47 eV Å⁻¹, in the order given.